Entry 1:
Below is C33H27FGaO6 as an isolated structure at a distorted geometry, with properties calculated with ωB97M-V/def2-TZVPD.

Last column: Löwdin charge in e.
Cartesian coordinates (Å):
C 3.925 2.429 0.562  -0.14
C 3.858 3.751 -0.322  -0.45
F 5.063 4.505 -0.038  -0.19
Ga 2.246 4.985 0.062  0.33
C 0.928 4.098 1.391  -0.30
C 0.245 2.809 0.753  -0.29
O -0.283 3.172 -0.558  -0.14
C 0.414 2.486 -1.584  -0.26
O 0.109 1.319 -1.851  0.01
H 3.952 2.629 1.686  0.07
H 4.939 1.937 0.329  0.07
H 3.128 1.663 0.316  0.05
H 3.791 3.427 -1.408  0.07
H 1.453 5.382 -1.291  -0.09
H 2.708 6.395 0.726  -0.10
H 1.523 3.849 2.336  0.05
H 0.129 4.866 1.628  0.04
H -0.651 2.518 1.404  0.11
H 0.947 1.908 0.724  0.10
H 1.210 3.001 -2.204  0.14
C -8.563 0.535 0.452  -0.07
C -7.808 -0.404 1.151  -0.07
C -6.500 -0.670 0.767  0.00
C -5.944 -0.005 -0.325  -0.08
C -6.708 0.917 -1.040  -0.08
C -8.016 1.194 -0.642  0.00
C -6.147 1.595 -2.233  -0.28
O -6.815 2.404 -2.855  0.09
C -4.769 1.266 -2.661  -0.09
C -4.247 1.852 -3.813  0.00
C -2.948 1.559 -4.215  -0.05
C -2.164 0.689 -3.462  -0.06
C -2.682 0.099 -2.316  0.01
C -3.988 0.379 -1.918  -0.08
C -4.542 -0.283 -0.715  -0.28
O -3.858 -1.048 -0.057  0.10
H -9.582 0.749 0.757  0.10
H -8.241 -0.927 1.997  0.10
H -5.915 -1.398 1.318  0.12
H -8.609 1.921 -1.186  0.12
H -4.851 2.533 -4.402  0.12
H -2.546 2.012 -5.114  0.11
H -1.150 0.467 -3.771  0.10
H -2.068 -0.581 -1.737  0.12
C 0.149 -2.265 1.668  -0.05
C 0.626 -1.398 0.687  -0.04
C 1.939 -1.502 0.245  0.01
C 2.785 -2.467 0.791  -0.08
C 2.314 -3.320 1.791  -0.09
C 0.990 -3.224 2.220  0.00
C 3.214 -4.317 2.415  -0.28
O 2.803 -5.065 3.286  0.09
C 4.626 -4.385 1.969  -0.08
C 5.501 -5.279 2.587  0.00
C 6.823 -5.359 2.167  -0.07
C 7.274 -4.555 1.124  -0.06
C 6.407 -3.659 0.510  0.00
C 5.083 -3.566 0.938  -0.08
C 4.177 -2.582 0.300  -0.28
O 4.573 -1.876 -0.610  0.11
H -0.878 -2.188 2.006  0.11
H -0.027 -0.641 0.266  0.10
H 2.303 -0.827 -0.523  0.12
H 0.615 -3.892 2.987  0.12
H 5.154 -5.910 3.398  0.12
H 7.503 -6.051 2.652  0.10
H 8.305 -4.623 0.792  0.10
H 6.765 -3.032 -0.299  0.12

Summary:
* lowest unoccupied orbital energy: 0.7 eV
* charge: -1
* strongest force on any atom: 0.059 hartree/bohr
* highest occupied orbital energy: -4.88 eV

Entry 2:
Below is a 10-piece molecular cluster, C35H72O20S overall at a distorted geometry, with properties calculated with ωB97M-V/def2-TZVPD.

Last column: Löwdin charge in e.
Cartesian coordinates (Å):
C 0.158 -2.791 3.776  -0.16
C 0.143 -3.951 2.800  -0.20
C 1.044 -4.971 3.464  -0.20
O 2.041 -4.170 4.095  -0.13
C 1.635 -2.802 4.119  -0.20
H -0.470 -3.040 4.633  0.12
H -0.133 -1.843 3.323  0.11
H 0.538 -3.715 1.805  0.11
H -0.828 -4.397 2.556  0.10
H 1.439 -5.707 2.766  0.12
H 0.491 -5.488 4.260  0.12
H 2.243 -2.255 3.390  0.10
H 1.844 -2.310 5.074  0.12
C 2.747 2.794 3.593  -0.15
C 2.761 2.239 5.016  -0.18
C 2.182 0.868 4.857  -0.22
O 2.742 0.389 3.633  -0.14
C 2.749 1.517 2.739  -0.19
H 3.598 3.461 3.489  0.10
H 1.809 3.329 3.424  0.11
H 2.320 2.787 5.855  0.12
H 3.783 2.144 5.404  0.12
H 1.090 0.858 4.747  0.13
H 2.499 0.228 5.682  0.12
H 1.934 1.548 2.012  0.11
H 3.674 1.494 2.158  0.09
C 0.616 0.665 -4.584  -0.15
C 1.302 -0.719 -4.529  -0.14
C 1.240 -1.178 -5.974  -0.22
O 1.440 0.007 -6.713  -0.13
C 0.665 1.024 -6.064  -0.18
H 1.207 1.330 -3.954  0.11
H -0.415 0.674 -4.233  0.07
H 0.829 -1.360 -3.782  0.10
H 2.323 -0.584 -4.169  0.11
H 0.286 -1.671 -6.208  0.11
H 2.018 -1.921 -6.154  0.12
H -0.336 0.969 -6.510  0.12
H 1.148 1.975 -6.285  0.11
C -5.416 -1.878 3.857  -0.16
C -4.051 -2.354 3.375  -0.18
C -3.903 -3.748 3.960  -0.21
O -5.197 -4.254 4.224  -0.13
C -6.038 -3.138 4.512  -0.19
H -6.064 -1.647 3.009  0.10
H -5.493 -1.009 4.508  0.11
H -3.205 -1.691 3.557  0.11
H -4.121 -2.357 2.283  0.09
H -3.391 -3.699 4.934  0.12
H -3.301 -4.409 3.335  0.11
H -6.024 -2.980 5.598  0.11
H -7.059 -3.341 4.198  0.12
C -5.422 0.972 1.148  -0.15
C -4.221 0.789 2.064  -0.17
C -3.212 1.849 1.604  -0.20
O -3.584 2.224 0.297  -0.13
C -4.731 1.492 -0.119  -0.20
H -6.127 1.648 1.637  0.11
H -5.979 0.058 0.941  0.11
H -3.786 -0.201 1.928  0.08
H -4.436 0.929 3.124  0.11
H -2.203 1.425 1.592  0.10
H -3.192 2.694 2.300  0.12
H -4.501 0.638 -0.766  0.11
H -5.397 2.135 -0.697  0.12
O 5.644 -0.411 -2.929  -0.27
S 5.026 0.059 -1.727  0.60
O 3.811 0.815 -1.754  -0.29
O 4.819 -1.199 -0.757  -0.26
C 3.909 -1.110 0.375  -0.23
C 2.615 -1.820 0.059  -0.04
C 6.245 0.988 -0.729  -0.09
H 3.697 -0.048 0.534  0.09
H 4.484 -1.455 1.230  0.13
H 2.051 -1.379 -0.762  0.06
H 1.954 -1.713 0.928  0.08
H 2.779 -2.885 -0.100  0.09
H 6.211 2.017 -1.077  0.06
H 7.207 0.498 -0.811  0.07
H 5.775 0.958 0.251  0.05
C 3.166 4.615 -0.080  -0.03
O 4.513 5.011 -0.083  0.03
C 5.384 4.406 0.691  -0.62
O 5.187 3.394 1.321  0.11
O 6.525 5.063 0.632  0.03
C 7.691 4.457 1.111  -0.06
H 2.676 4.968 -0.982  0.10
H 2.646 5.035 0.785  0.10
H 3.040 3.534 -0.010  0.07
H 7.700 4.093 2.145  0.10
H 8.513 5.163 1.060  0.10
H 7.956 3.544 0.571  0.09
C 0.879 1.447 -0.999  -0.02
O 0.157 0.748 0.003  0.01
C -0.411 -0.384 -0.362  -0.63
O -0.239 -0.980 -1.395  0.12
O -1.195 -0.806 0.621  0.01
C -1.734 -2.115 0.554  -0.04
H 1.542 2.155 -0.509  0.07
H 0.192 1.925 -1.694  0.09
H 1.580 0.807 -1.540  0.06
H -1.246 -2.811 -0.129  0.11
H -2.711 -2.001 0.073  0.08
H -1.827 -2.513 1.557  0.07
C -2.778 -1.560 -4.720  -0.02
O -2.639 -2.639 -3.805  0.03
C -3.401 -2.668 -2.732  -0.62
O -4.000 -1.733 -2.266  0.11
O -3.425 -3.918 -2.266  0.02
C -4.357 -4.127 -1.214  -0.04
H -1.780 -1.236 -5.007  0.08
H -3.294 -0.696 -4.306  0.08
H -3.354 -1.889 -5.583  0.10
H -5.329 -3.709 -1.479  0.10
H -4.057 -3.570 -0.322  0.07
H -4.458 -5.173 -0.950  0.10
C -0.795 4.282 -6.531  -0.03
O -0.771 3.772 -5.207  0.01
C -1.670 2.879 -4.845  -0.64
O -2.449 2.292 -5.555  0.12
O -1.548 2.679 -3.528  -0.02
C -2.355 1.693 -2.917  -0.05
H 0.055 3.844 -7.054  0.09
H -0.685 5.364 -6.486  0.09
H -1.696 4.084 -7.109  0.10
H -3.414 1.862 -3.123  0.11
H -2.263 1.856 -1.842  0.09
H -2.055 0.672 -3.142  0.07

Summary:
* lowest unoccupied orbital energy: 0.5 eV
* strongest force on any atom: 0.039 hartree/bohr
* SMILES: CCOS(C)(=O)=O.COC(=O)OC.COC(=O)OC.COC(=O)OC.COC(=O)OC.C1CCOC1.C1CCOC1.C1CCOC1.C1CCOC1.C1CCOC1
* highest occupied orbital energy: -9.34 eV

Entry 3:
Below is C44H37F3GeN3O7Tc as an isolated structure at a distorted geometry, with properties calculated with ωB97M-V/def2-TZVPD.

Last column: Löwdin charge in e.
Cartesian coordinates (Å):
Tc -0.150 0.895 -0.032  1.31
C -1.392 -7.084 0.657  -0.07
O -1.505 -5.729 0.269  -0.09
C -2.541 -5.390 -0.550  -0.22
C -3.530 -6.260 -0.975  -0.02
C -4.544 -5.810 -1.812  -0.09
C -4.552 -4.496 -2.240  -0.09
C -3.552 -3.623 -1.833  -0.01
C -2.551 -4.050 -0.969  -0.15
N -1.485 -3.246 -0.537  0.17
C -1.488 -1.892 -0.335  -0.30
N -2.750 -1.385 -0.067  0.17
C -3.555 -0.403 -0.633  -0.14
C -2.021 1.334 -1.479  -0.35
C -3.312 2.709 0.328  -0.22
C -4.579 2.233 0.306  0.08
C -5.149 1.284 -0.723  -0.22
C -4.790 -0.074 -0.137  -0.15
O -5.385 -0.702 0.892  -0.04
C -6.768 -0.427 1.068  -0.04
N -0.377 -1.211 -0.273  0.04
C 0.862 -1.903 -0.444  -0.21
C 1.642 -1.650 -1.561  -0.03
C 2.891 -2.235 -1.700  -0.09
C 3.372 -3.069 -0.705  -0.09
C 2.607 -3.329 0.422  -0.01
C 1.348 -2.757 0.558  -0.24
O 0.521 -2.979 1.610  -0.10
C 1.052 -3.628 2.748  -0.06
H -0.519 -7.140 1.301  0.09
H -1.247 -7.734 -0.209  0.10
H -2.269 -7.417 1.217  0.10
H -3.523 -7.294 -0.658  0.10
H -5.314 -6.498 -2.136  0.10
H -5.327 -4.138 -2.906  0.10
H -3.545 -2.611 -2.212  0.11
H -0.693 -3.762 -0.190  0.13
H -3.299 -2.032 0.482  0.16
H -2.029 3.580 1.386  0.09
H -5.193 2.464 1.168  0.13
H -6.187 1.477 -0.984  0.16
H -7.097 -1.042 1.900  0.10
H -7.339 -0.689 0.174  0.10
H -6.936 0.624 1.311  0.09
H 1.259 -0.970 -2.311  0.11
H 3.490 -2.030 -2.577  0.10
H 4.351 -3.523 -0.797  0.10
H 3.000 -3.976 1.195  0.10
H 0.261 -3.611 3.493  0.10
H 1.924 -3.095 3.133  0.10
H 1.320 -4.666 2.529  0.09
O -3.001 3.531 1.363  0.07
C -2.127 2.374 -0.494  -0.22
O -0.986 2.772 0.047  -0.18
C -3.244 0.567 -1.619  -0.06
O -4.351 1.349 -1.880  0.05
O -0.903 0.937 -1.962  -0.12
F -0.269 1.757 2.793  0.03
C -0.462 0.660 2.007  -0.61
F -1.837 0.406 2.113  -0.01
F 0.125 -0.362 2.695  0.03
C 1.595 1.231 0.180  -0.22
Ge 2.843 2.727 0.076  0.93
C 2.289 3.742 1.666  -0.28
C 1.356 4.774 1.656  -0.10
C 0.888 5.311 2.847  -0.09
C 1.343 4.816 4.060  -0.09
C 2.270 3.784 4.080  -0.09
C 2.739 3.252 2.891  -0.11
C 4.772 2.349 0.092  -0.29
C 5.301 1.063 0.140  -0.11
C 6.676 0.873 0.112  -0.09
C 7.529 1.964 0.035  -0.09
C 7.008 3.250 -0.014  -0.09
C 5.636 3.439 0.014  -0.11
C 2.320 3.321 -1.732  -0.28
C 1.539 4.433 -2.024  -0.10
C 1.109 4.672 -3.322  -0.09
C 1.457 3.802 -4.344  -0.09
C 2.248 2.696 -4.066  -0.09
C 2.673 2.458 -2.769  -0.12
H 0.971 5.155 0.720  0.08
H 0.159 6.111 2.829  0.10
H 0.970 5.230 4.988  0.10
H 2.618 3.387 5.025  0.10
H 3.457 2.439 2.910  0.10
H 4.633 0.210 0.201  0.09
H 7.084 -0.130 0.151  0.10
H 8.601 1.815 0.016  0.10
H 7.670 4.104 -0.076  0.10
H 5.225 4.443 -0.024  0.10
H 1.254 5.121 -1.240  0.08
H 0.496 5.540 -3.535  0.10
H 1.111 3.984 -5.353  0.10
H 2.530 2.017 -4.861  0.10
H 3.282 1.585 -2.551  0.10

Summary:
* lowest unoccupied orbital energy: -1.1 eV
* strongest force on any atom: 0.128 hartree/bohr
* highest occupied orbital energy: -6.50 eV

Entry 4:
Below is a 3-piece molecular cluster, C4H11NO2 overall at a distorted geometry, with properties calculated with ωB97M-V/def2-TZVPD.

Last column: Löwdin charge in e.
Cartesian coordinates (Å):
N 0.621 0.299 0.963  0.08
C 0.945 0.425 -0.387  -0.45
C 2.115 0.670 -0.984  0.03
C -0.528 1.727 -1.892  0.02
C -0.305 0.624 -1.190  -0.15
H 1.347 0.695 1.551  0.10
H -0.218 0.778 1.265  0.08
H 2.217 0.840 -2.040  0.05
H 3.015 0.630 -0.372  0.05
H -1.559 2.057 -2.034  0.06
H 0.228 2.269 -2.455  0.06
H -1.147 -0.021 -0.937  0.10
H -0.718 -2.723 -0.701  0.05
H 0.282 -2.013 0.150  0.01
O -0.541 -2.505 0.224  -0.05
H -1.277 -0.995 1.759  0.01
H -1.720 -0.891 3.179  0.04
O -1.705 -0.359 2.373  -0.08

Summary:
* lowest unoccupied orbital energy: 0.8 eV
* strongest force on any atom: 0.050 hartree/bohr
* SMILES: C=CC(=C)N.O.O
* highest occupied orbital energy: -8.50 eV

Question: Which of these has the highest highest occupied orbital energy?
Answer: C33H27FGaO6

Question: Number 4 is which compound?
Answer: C4H11NO2

Question: The highest highest occupied orbital energy belongs to which entry?
Answer: C33H27FGaO6

Question: Among the records above, which one has the highest lowest unoccupied orbital energy?
Answer: C4H11NO2